This record from the OMol25 dataset describes a 7-piece molecular cluster, C24H36Cl12NO2 overall at a distorted geometry. The level of theory is the ωB97M-V functional and the def2-TZVPD basis.

Geometry as XYZ:
```
75
Properties=species:S:1:pos:R:3:forces:R:3:mulliken_charge:R:1
C -1.758749 -0.639776 2.952905 -0.73 0.45 -0.12 0.069
C -2.589318 0.668132 3.295612 0.99 -0.34 1.30 -0.617
O -3.008497 1.421205 2.130393 -1.26 -1.38 -0.60 -0.406
C -3.924021 0.763271 1.361283 -1.07 -0.71 -1.24 0.697
C -4.781651 -0.356691 1.812459 0.02 0.40 -1.71 -0.224
C -5.703001 -1.003817 0.875813 1.92 2.57 -0.73 -0.671
C -5.747980 -0.469030 -0.485215 -0.25 -1.43 2.27 -0.389
N -4.943837 0.574973 -0.877536 -0.21 -0.90 1.86 0.043
C -4.036032 1.205088 -0.038178 -0.21 -0.53 0.79 0.210
C -3.175255 2.340127 -0.682776 -0.26 -0.55 -0.08 -1.207
O -1.791049 2.255769 -0.283668 -0.99 -0.30 -1.49 -0.536
C -1.145563 1.509342 -1.304294 1.49 -1.73 -0.91 -0.246
C -1.249964 0.034055 -1.186408 1.24 1.38 -1.83 0.498
C -0.601135 -0.838496 -2.167247 -0.47 1.85 0.36 0.292
C -0.733676 -2.387077 -1.964355 0.60 0.98 0.69 -1.116
C 0.149103 -0.193281 -3.243520 -0.86 1.15 1.17 -0.848
C 0.260967 1.274220 -3.350479 -1.25 -1.75 1.80 -0.849
C -0.402622 2.182100 -2.375632 0.35 -2.12 -0.11 0.659
C -0.230339 3.730357 -2.536365 0.02 0.12 -1.43 0.665
C -1.469367 4.591162 -2.075272 1.18 0.61 0.65 -1.080
C -0.010496 4.064615 -4.092794 -1.09 -1.12 0.35 -1.347
H -2.077913 -1.470775 3.640612 0.90 1.16 -0.65 -0.299
H -0.677886 -0.376848 3.035450 -0.91 -0.53 -0.05 0.340
H -1.970859 -1.023854 1.909891 0.23 0.52 1.03 0.175
H -3.457006 0.469233 3.986831 0.69 0.17 -0.87 0.322
H -1.904181 1.349446 3.874823 -0.88 -0.47 -0.82 0.406
H -4.706149 -0.742821 2.861415 -0.07 0.46 -1.23 0.299
H -6.322213 -1.866032 1.215944 0.56 0.94 -0.59 0.405
H -6.450726 -0.986436 -1.186494 0.98 1.06 0.31 0.364
H -5.046855 0.872265 -1.853317 0.36 0.05 0.53 0.329
H -3.628780 3.342546 -0.457027 0.61 -0.87 0.03 0.515
H -3.185145 2.157441 -1.799334 -0.42 0.41 1.11 0.603
H -1.815123 -0.395106 -0.321472 0.58 0.45 -0.85 0.340
H -1.675744 -2.821232 -2.382071 0.96 0.38 0.07 0.329
H 0.201400 -2.881239 -2.327107 -1.02 0.20 0.05 0.282
H -0.761700 -2.555050 -0.847232 -0.09 -0.05 -1.17 0.294
H 0.663895 -0.854269 -3.984590 -0.68 1.04 0.83 0.378
H 0.885912 1.638009 -4.195436 -0.70 -0.10 0.91 0.141
H 0.729843 4.058752 -2.039280 -1.24 -0.32 -0.06 0.313
H -1.365800 5.614620 -2.536806 -0.22 -1.07 0.41 0.496
H -2.462743 4.171296 -2.370269 0.96 0.30 0.24 0.182
H -1.369114 4.757608 -0.965709 -0.63 -0.30 -1.03 0.214
H -0.809274 3.467772 -4.631785 0.85 0.73 0.31 0.392
H 0.970913 3.699847 -4.480438 -0.73 0.71 0.33 0.299
H -0.226096 5.140138 -4.299756 0.63 -0.85 0.19 0.351
C 3.986578 -1.308856 -3.668600 0.19 0.06 0.22 0.028
Cl 2.588158 -2.121293 -4.385879 0.33 -0.41 -0.10 -0.181
Cl 4.501607 0.066238 -4.648592 -0.04 0.05 0.04 -0.169
H 3.716958 -0.953640 -2.676958 -0.08 0.03 -0.15 0.030
H 4.807227 -2.017682 -3.597067 -0.08 0.05 -0.14 0.316
C -3.052859 -4.151424 5.436151 -0.03 -0.02 0.22 -0.248
Cl -1.327156 -4.457095 5.641553 -0.08 0.01 -0.03 -0.111
Cl -3.376821 -3.330523 3.896154 -0.41 -0.36 -0.09 -0.127
H -3.583988 -5.099688 5.447834 0.06 0.08 -0.10 0.373
H -3.402584 -3.521756 6.254571 0.13 -0.15 -0.66 0.113
C 8.511202 0.618633 -3.435178 -0.24 -0.10 -0.12 -0.283
Cl 7.831807 -1.009453 -3.562252 0.02 -0.08 -0.05 -0.160
Cl 8.363902 1.247262 -1.786537 -0.29 -0.19 0.09 -0.162
H 9.557763 0.582506 -3.707969 -0.14 -0.21 0.12 0.288
H 7.973866 1.277807 -4.112655 -0.06 -0.08 0.14 0.306
C 1.077320 -1.469849 1.063881 0.03 0.10 0.09 0.433
Cl 0.907341 -2.746999 2.276700 -0.07 0.01 -0.02 -0.138
Cl 2.457500 -1.769162 0.002918 -0.06 0.06 -0.07 -0.149
H 0.175440 -1.431491 0.462775 0.15 -0.03 0.04 -0.568
H 1.222873 -0.519217 1.570675 0.11 -0.11 -0.03 0.311
C -3.663608 -5.098935 9.536526 0.00 -0.18 0.23 -0.273
Cl -5.067934 -5.979685 8.926421 0.04 -0.02 0.04 -0.147
Cl -3.245909 -3.744404 8.476577 0.09 0.09 0.76 -0.144
H -3.890991 -4.713574 10.526622 -0.06 0.05 -0.16 0.305
H -2.816676 -5.777705 9.588654 -0.07 0.08 -0.14 0.275
C 11.767633 2.421068 -1.692282 0.03 0.01 0.23 -0.177
Cl 10.832168 2.515880 -3.189880 0.67 0.62 -0.15 -0.158
Cl 13.420387 1.880204 -2.000127 -0.03 0.01 0.08 -0.151
H 11.798169 3.405969 -1.234328 0.03 -0.05 -0.16 0.308
H 11.284454 1.715304 -1.021281 0.02 -0.01 -0.17 0.193
```
Positions in Å, forces in eV/Å.

Results
Relative energy (zero: lowest compared OMol25 entry of this formula, charge and spin) ... 0.00 kJ/mol
Lowest unoccupied orbital energy ... -4.1 eV
Net charge ... +1
Kohn-Sham gap ... 6.98 eV